# 1
{
  "formula": "C6H12N2O",
  "method": "ωB97M-V/def2-TZVPD",
  "species": ["C", "C", "C", "N", "C", "N", "H", "H", "H", "H", "H", "H", "H", "H", "C", "C", "O", "H", "H", "H", "H"],
  "positions_angstrom": [[1.2024, 1.6032, -0.8918], [0.2063, -0.1745, 0.7750], [0.4980, 1.4328, 0.3279], [1.3895, -0.8981, 0.5884], [-0.1010, 2.3294, 1.1083], [-0.5771, -0.3549, 1.7912], [1.3752, -1.8465, 0.9337], [1.8185, -0.8242, -0.3224], [-0.2169, -1.0528, 2.4432], [0.4730, 0.5933, -1.6661], [0.9401, 2.4630, -1.4996], [2.2482, 1.3114, -0.9115], [-0.7385, 2.0211, 1.9240], [0.0976, 3.3841, 0.9711], [-1.3249, -2.0346, -0.6092], [-0.9845, -0.5855, -0.8126], [-0.2589, -0.3145, -1.8622], [-1.7905, 0.1169, -0.5769], [-2.0410, -2.3386, -1.3768], [-1.7775, -2.1704, 0.3721], [-0.4381, -2.6606, -0.7059]],
  "mulliken_charge": [-1.29, 0.24, 0.78, -0.48, -1.08, -0.71, 0.29, 0.28, 0.25, 0.24, 0.41, 0.31, 0.34, 0.36, -1.28, 0.49, -0.53, 0.32, 0.36, 0.39, 0.31],
  "de_lowest_kj_mol": 486.0,
  "multiplicity": 1,
  "fmax_ev_per_a": 2.849
}

***

# 2
{
  "formula": "C6H12N2O",
  "method": "ωB97M-V/def2-TZVPD",
  "species": ["C", "C", "C", "C", "C", "C", "N", "N", "O", "H", "H", "H", "H", "H", "H", "H", "H", "H", "H", "H", "H"],
  "positions_angstrom": [[-1.6019, -0.4020, -0.6752], [0.5917, -0.4379, -1.8606], [-0.9421, 1.6185, 0.9363], [1.4005, 1.4713, 0.3881], [0.1711, -2.0239, 0.5023], [-0.2814, -0.2254, -0.6246], [-2.7134, -0.7263, -0.5011], [0.0264, 1.0579, 0.0164], [-0.4895, -2.2759, 1.6743], [0.7878, 0.4775, -2.4061], [0.0719, -1.3865, -2.2891], [1.6819, -0.6531, -1.5801], [-0.9491, 2.6920, 0.6755], [-1.9986, 1.1484, 0.8652], [-0.6384, 1.4663, 2.0195], [1.3523, 2.6458, 0.3692], [1.6355, 1.1808, 1.4551], [2.0319, 1.3285, -0.4478], [0.0304, -2.7392, -0.3371], [1.2223, -1.6916, 0.4142], [-1.3893, -2.5250, 1.4058]],
  "mulliken_charge": [0.18, -1.42, -1.01, -1.16, -0.48, 0.75, -0.64, 0.10, -0.47, 0.45, 0.32, 0.32, 0.33, 0.35, 0.25, 0.34, 0.33, 0.41, 0.30, 0.37, 0.37],
  "de_lowest_kj_mol": 451.7,
  "multiplicity": 1,
  "fmax_ev_per_a": 6.548
}

***

# 3
{
  "formula": "C6H12N2O",
  "method": "ωB97M-V/def2-TZVPD",
  "species": ["C", "C", "C", "C", "N", "C", "C", "N", "O", "H", "H", "H", "H", "H", "H", "H", "H", "H", "H", "H", "H"],
  "positions_angstrom": [[-1.3115, -0.2839, 0.5622], [0.0572, 0.8855, 2.2785], [1.8584, 1.0707, -0.2120], [-1.1055, -1.3815, -2.1496], [-0.3191, 0.5863, 0.9108], [0.3474, 1.0357, -0.3245], [-0.3249, -1.1789, -0.8850], [0.5691, -2.0145, -0.5301], [-0.2539, 1.7596, -1.1135], [1.0360, -1.6939, 0.3238], [-2.0031, 0.0767, -0.1955], [-1.7847, -0.8577, 1.3606], [0.1256, 1.9640, 2.4450], [-0.6815, 0.5090, 2.9901], [1.0233, 0.4336, 2.5127], [2.2711, 0.1764, 0.2524], [2.1377, 1.9298, 0.4060], [2.2839, 1.2110, -1.2055], [-0.5918, -0.8893, -2.9801], [-1.2520, -2.4435, -2.3618], [-2.0817, -0.8952, -2.0843]],
  "mulliken_charge": [-0.59, -0.83, -1.11, -1.23, 0.14, 0.46, 0.62, -0.72, -0.56, 0.28, 0.33, 0.37, 0.30, 0.29, 0.33, 0.28, 0.36, 0.33, 0.27, 0.38, 0.28],
  "de_lowest_kj_mol": 368.6,
  "multiplicity": 1,
  "fmax_ev_per_a": 4.268
}

***

# 4
{
  "formula": "C6H12N2O",
  "method": "ωB97M-V/def2-TZVPD",
  "species": ["C", "C", "C", "C", "N", "C", "C", "N", "O", "H", "H", "H", "H", "H", "H", "H", "H", "H", "H", "H", "H"],
  "positions_angstrom": [[-0.2432, 0.4828, 0.5308], [1.7672, -1.8910, 0.2893], [-0.9613, 1.0709, 1.7069], [0.4327, 1.5577, -1.8207], [0.3785, -1.7901, 0.6809], [-0.6077, -0.9252, 0.1805], [-0.6178, 0.6929, -1.1627], [-1.7571, 0.6217, -1.7546], [-1.7985, -1.3302, 0.2132], [-0.0406, -2.6274, 1.0706], [0.8012, 0.8020, 0.5361], [-2.3876, 0.0070, -1.2136], [2.2224, -2.7185, 0.8391], [1.8429, -2.0853, -0.7860], [2.2954, -0.9656, 0.5298], [-0.3917, 0.8780, 2.6230], [-1.9647, 0.6670, 1.8632], [-1.0534, 2.1576, 1.5904], [0.4958, 2.5191, -1.3019], [1.4180, 1.0895, -1.7589], [0.1696, 1.7871, -2.8553]],
  "mulliken_charge": [0.46, -0.82, -1.55, -1.24, -0.18, 0.45, 0.58, -0.75, -0.71, 0.30, 0.25, 0.32, 0.35, 0.26, 0.26, 0.36, 0.32, 0.37, 0.28, 0.29, 0.41],
  "de_lowest_kj_mol": 278.7,
  "smiles": "[H]/N=C(/C)[C@@H](C)C(=O)NC",
  "multiplicity": 1,
  "fmax_ev_per_a": 6.879
}